Record 1
# C29H31F5N4STi

C29H31F5N4STi as an isolated structure (the ωB97M-V functional and the def2-TZVPD basis, OMol25).

Element x y z (Å)
Ti 0.867 0.235 -0.585
C 1.353 -3.894 -1.787
C 1.737 -4.321 -0.505
C 1.388 -3.565 0.579
C 0.715 -2.336 0.387
N 0.464 -1.867 -0.880
C 0.748 -2.656 -1.908
C 0.250 -1.515 1.458
C 0.196 -1.920 2.815
C -0.485 -1.158 3.725
C -1.112 0.026 3.291
C -0.921 0.426 1.986
N -0.252 -0.293 1.090
H 1.570 -4.491 -2.659
H 2.297 -5.238 -0.375
H 1.667 -3.871 1.577
H 0.463 -2.287 -2.886
H 0.687 -2.833 3.119
H -0.535 -1.458 4.764
H -1.710 0.616 3.967
H -1.308 1.376 1.635
C 2.998 3.625 0.514
C 1.885 3.775 1.555
C 1.855 2.576 2.513
C 0.534 3.991 0.897
C -0.112 5.185 1.168
C -1.345 5.492 0.623
C -1.950 4.559 -0.199
C -1.352 3.349 -0.519
C -2.090 2.491 -1.534
C -2.131 0.987 -1.256
C -1.489 2.769 -2.917
C -0.052 3.036 -0.003
N 0.601 1.908 -0.343
H 3.948 3.373 0.989
H 3.124 4.557 -0.038
H 2.728 2.847 -0.193
H 2.104 4.667 2.156
H 1.521 1.686 1.982
H 1.168 2.766 3.340
H 2.851 2.396 2.922
H 0.372 5.907 1.817
H -1.819 6.444 0.823
H -2.918 4.787 -0.632
H -3.130 2.842 -1.555
H -1.123 0.560 -1.211
H -2.681 0.484 -2.052
H -2.641 0.771 -0.318
H -0.436 2.503 -2.920
H -1.573 3.830 -3.153
H -2.011 2.195 -3.683
F 1.749 1.582 -3.074
C 1.274 0.391 -2.598
F 2.241 -0.519 -2.983
F 0.212 0.095 -3.446
S -3.296 -2.082 -0.065
C -2.510 -3.519 -0.356
N -2.003 -4.210 0.722
C -1.460 -5.450 0.627
C -1.369 -6.070 -0.578
C -1.790 -5.376 -1.732
C -2.363 -4.137 -1.616
H -2.057 -3.733 1.612
H -1.137 -5.899 1.554
H -0.940 -7.057 -0.657
H -1.683 -5.835 -2.705
H -2.701 -3.588 -2.481
F 3.560 0.743 -0.913
C 2.834 0.125 0.106
F 3.194 -1.233 -0.037
H 3.332 0.438 1.037

Calculated values
Total charge   -1
2S+1   2
HOMO-LUMO gap (spin up / spin down)   4.94 / 6.60 eV

Löwdin population analysis, charges in e, atoms 1 to 5: number 1, Ti, carries 0.872; number 2, C, carries -0.083; number 3, C, carries -0.093; number 4, C, carries -0.053; number 5, C, carries -0.274

=====

Record 2
# C29H31FeN10O5SeSi

C29H31FeN10O5SeSi as an isolated structure (the ωB97M-V functional and the def2-TZVPD basis, OMol25).

Element x y z (Å)
Fe 0.711 0.076 -1.812
C 2.293 0.897 -5.019
C 3.061 0.924 -3.732
C 4.380 1.331 -3.657
C 5.036 1.306 -2.423
C 4.394 0.883 -1.282
C 3.055 0.475 -1.413
N 2.442 0.510 -2.620
N 2.163 0.047 -0.500
Si 2.246 0.145 1.231
C 0.556 -0.370 1.873
C 2.655 1.896 1.770
C 3.553 -1.029 1.884
H 2.492 -0.038 -5.546
H 2.606 1.714 -5.668
H 1.222 0.962 -4.835
H 4.888 1.664 -4.551
H 6.068 1.630 -2.364
H 4.884 0.867 -0.320
H 0.167 0.365 2.584
H 0.607 -1.328 2.400
H -0.175 -0.474 1.068
H 2.192 2.621 1.095
H 3.731 2.085 1.774
H 2.284 2.091 2.778
H 4.508 -0.893 1.373
H 3.251 -2.070 1.747
H 3.721 -0.869 2.953
C -2.344 4.012 -0.358
N -1.032 3.512 -0.784
C -0.520 2.325 -0.510
N 0.427 2.035 -1.386
C 0.450 3.124 -2.206
N -0.425 4.036 -1.878
C -2.673 3.573 1.043
C -2.705 4.489 2.084
C -2.974 4.071 3.382
C -3.146 2.728 3.656
C -3.088 1.796 2.618
C -2.908 2.224 1.309
C -3.106 0.376 2.973
N -3.358 -0.121 4.134
N -3.084 -1.471 4.051
C -2.681 -1.693 2.847
O -2.681 -0.567 2.090
C -2.180 -2.975 2.341
C -2.050 -3.998 3.282
C -1.517 -5.215 2.911
C -1.113 -5.418 1.599
C -1.268 -4.420 0.647
C -0.912 -4.762 -0.779
N -0.242 -3.690 -1.501
C 0.486 -2.676 -1.060
N 0.815 -1.904 -2.087
C 0.236 -2.518 -3.159
N -0.399 -3.612 -2.845
C -1.802 -3.183 1.018
H -3.062 3.603 -1.070
H -2.317 5.094 -0.456
H -0.848 1.676 0.277
H 1.118 3.222 -3.044
H -2.523 5.537 1.880
H -3.016 4.794 4.185
H -3.299 2.379 4.668
H -2.925 1.505 0.496
H -2.356 -3.810 4.302
H -1.403 -6.003 3.642
H -0.683 -6.369 1.309
H -1.807 -4.970 -1.365
H -0.286 -5.653 -0.802
H 0.719 -2.489 -0.026
H 0.270 -2.120 -4.158
H -1.910 -2.386 0.288
O -1.106 -0.319 -1.070
Se -1.905 0.102 -2.513
O -2.712 1.476 -2.291
O -0.426 0.351 -3.327
O -2.719 -1.117 -3.147

Calculated values
2S+1   2
HOMO-LUMO gap (spin up / spin down)   8.15 / 8.17 eV

Löwdin population analysis, charges in e, atoms 1 to 5: number 1, Fe, carries 0.601; number 2, C, carries -0.015; number 3, C, carries -0.301; number 4, C, carries -0.043; number 5, C, carries -0.059

=====

Record 3
# C29H31N2O5PSSe2V

C29H31N2O5PSSe2V as an isolated structure (the ωB97M-V functional and the def2-TZVPD basis, OMol25).

Element x y z (Å)
V -0.370 -0.369 0.379
C 0.399 2.706 4.043
C -0.783 1.900 3.593
C -1.227 0.809 4.342
C -2.287 0.021 3.910
C -2.936 0.320 2.722
C -2.518 1.421 1.969
C -1.441 2.195 2.406
H 0.455 2.757 5.129
H 0.360 3.722 3.652
H 1.325 2.246 3.689
H -0.738 0.578 5.280
H -2.631 -0.800 4.527
H -3.826 -0.227 2.434
H -3.080 1.730 1.097
H -1.133 3.060 1.829
C 0.959 -3.099 -1.862
C 1.308 -2.930 -0.432
N 0.732 -2.097 0.430
C 1.369 -2.256 1.630
C 2.318 -3.224 1.526
N 2.258 -3.627 0.219
C 3.338 -3.821 2.444
O 3.320 -3.432 3.704
O 4.112 -4.611 1.988
C 0.981 -1.312 2.673
O 1.256 -1.305 3.832
O 0.195 -0.357 2.078
H 0.410 -2.230 -2.219
H 0.343 -3.989 -2.002
H 1.859 -3.216 -2.465
H 2.883 -4.330 -0.160
H 2.637 -2.771 3.920
Se -1.309 1.407 -1.125
P 0.726 1.952 -1.705
Se 1.799 0.500 -0.474
C 1.023 1.661 -3.453
C 0.034 1.991 -4.375
C 0.301 1.880 -5.729
C 1.548 1.444 -6.158
C 2.533 1.115 -5.236
C 2.275 1.223 -3.879
C 1.106 3.650 -1.272
C 0.234 4.647 -1.707
C 0.523 5.971 -1.431
C 1.676 6.298 -0.727
C 2.542 5.303 -0.295
C 2.260 3.972 -0.566
H -0.944 2.324 -4.046
H -0.464 2.134 -6.450
H 1.753 1.361 -7.216
H 3.504 0.779 -5.572
H 3.049 0.970 -3.164
H -0.669 4.398 -2.253
H -0.149 6.749 -1.764
H 1.898 7.334 -0.513
H 3.438 5.559 0.253
H 2.938 3.200 -0.222
O -1.805 -1.491 -0.333
S -3.168 -1.991 0.192
C -3.558 -3.296 -1.020
C -3.448 -4.638 -0.295
C -2.383 -4.468 0.783
C -2.755 -3.175 1.492
H -2.795 -3.157 -1.787
H -4.536 -3.087 -1.447
H -3.212 -5.431 -1.003
H -4.404 -4.889 0.167
H -1.391 -4.368 0.335
H -2.357 -5.305 1.479
H -1.995 -2.715 2.125
H -3.670 -3.273 2.084

Calculated values
Total charge   +2
2S+1   2
HOMO-LUMO gap (spin up / spin down)   5.86 / 6.98 eV

Löwdin population analysis, charges in e, atoms 1 to 5: number 1, V, carries 0.561; number 2, C, carries -0.022; number 3, C, carries -0.271; number 4, C, carries -0.029; number 5, C, carries -0.069

=====

Record 4
# C29H31N8O3PRuSe2

C29H31N8O3PRuSe2 as an isolated structure (the ωB97M-V functional and the def2-TZVPD basis, OMol25).

Element x y z (Å)
Ru -1.097 -0.931 -0.180
Se 0.908 -0.613 1.278
P -0.002 0.624 2.834
Se -1.799 0.719 1.642
C -0.186 -0.232 4.389
C 0.955 -0.654 5.075
C 0.820 -1.285 6.298
C -0.445 -1.492 6.837
C -1.578 -1.078 6.152
C -1.453 -0.452 4.921
C 0.825 2.196 3.051
C 2.184 2.239 3.365
C 2.808 3.462 3.531
C 2.085 4.640 3.383
C 0.735 4.598 3.066
C 0.102 3.376 2.892
H 1.946 -0.506 4.663
H 1.699 -1.617 6.833
H -0.545 -1.982 7.796
H -2.560 -1.247 6.571
H -2.340 -0.137 4.385
H 2.765 1.331 3.479
H 3.859 3.501 3.782
H 2.578 5.594 3.515
H 0.170 5.514 2.959
H -0.954 3.349 2.647
C -1.506 4.605 -1.613
C -2.496 3.975 -2.360
C -2.583 2.597 -2.378
C -1.672 1.856 -1.623
C -0.693 2.480 -0.852
C -0.607 3.860 -0.861
N -1.719 0.430 -1.643
N -2.352 -0.071 -2.599
C -2.444 -1.475 -2.607
C -3.167 -2.085 -3.611
C -3.231 -3.473 -3.615
C -2.575 -4.188 -2.625
C -1.873 -3.504 -1.646
N -1.802 -2.171 -1.655
H -1.443 5.685 -1.612
H -3.202 4.564 -2.929
H -3.357 2.102 -2.946
H 0.000 1.896 -0.265
H 0.159 4.352 -0.277
H -3.658 -1.480 -4.360
H -3.794 -3.988 -4.381
H -2.610 -5.268 -2.591
H -1.352 -4.011 -0.843
O -3.446 -3.032 1.738
N -2.652 -2.384 1.167
O -2.987 -1.390 0.370
O -1.376 -2.521 1.219
C 1.562 0.213 -1.952
N 0.899 -1.142 -1.758
C 1.986 -2.093 -1.283
N 3.127 -2.130 -2.162
C 3.691 -0.780 -2.267
N 2.712 0.160 -2.819
C 2.292 -0.314 -4.135
N 1.708 -1.652 -4.042
C 0.567 -1.619 -3.166
C 2.706 -2.567 -3.490
H 1.865 0.570 -0.971
H 0.826 0.888 -2.381
H 1.539 -3.086 -1.207
H 2.344 -1.781 -0.309
H 4.562 -0.811 -2.921
H 4.008 -0.438 -1.281
H 3.153 -0.348 -4.801
H 1.556 0.377 -4.552
H 0.160 -2.624 -3.101
H -0.160 -0.931 -3.590
H 3.569 -2.597 -4.152
H 2.284 -3.572 -3.425

Calculated values
Total charge   +2
2S+1   1
HOMO-LUMO gap   6.26 eV

Löwdin population analysis, charges in e, atoms 1 to 5: number 1, Ru, carries 0.964; number 2, Se, carries 0.636; number 3, P, carries 0.344; number 4, Se, carries 0.659; number 5, C, carries -0.397

=====

Record 5
# C29H31O2Si

A 2-piece molecular cluster, C29H31O2Si overall (the ωB97M-V functional and the def2-TZVPD basis, OMol25).

Element x y z (Å)
C -5.046 -4.444 2.219
C -3.807 -3.742 1.790
C -3.842 -2.870 0.708
C -2.716 -2.196 0.302
C -1.482 -2.370 0.962
C -0.374 -1.580 0.543
C 0.907 -1.417 1.105
C 1.319 -1.944 2.358
C 2.614 -1.845 2.779
C 3.563 -1.138 2.024
O 4.921 -1.066 2.419
C 5.762 -2.166 2.091
C 6.673 -2.053 1.039
C 7.440 -3.127 0.655
C 7.314 -4.337 1.313
C 6.433 -4.462 2.371
C 5.659 -3.391 2.753
C 3.139 -0.512 0.840
C 1.858 -0.645 0.392
C -1.446 -3.330 1.994
C -2.588 -3.970 2.419
H -4.871 -5.029 3.123
H -5.849 -3.734 2.425
H -5.389 -5.119 1.434
H -4.773 -2.731 0.185
H -2.767 -1.524 -0.537
H -0.550 -1.004 -0.350
H 0.592 -2.347 3.035
H 2.934 -2.290 3.706
H 6.753 -1.105 0.538
H 8.147 -3.021 -0.153
H 7.916 -5.177 1.011
H 6.365 -5.395 2.908
H 4.977 -3.474 3.581
H 3.856 0.074 0.292
H 1.555 -0.160 -0.521
H -0.504 -3.643 2.398
H -2.550 -4.657 3.249
C -2.798 6.008 -6.269
O -2.372 4.687 -6.039
C -2.228 4.353 -4.687
C -1.808 3.057 -4.377
C -1.643 2.657 -3.069
C -1.894 3.537 -2.037
Si -1.674 3.009 -0.274
H -1.233 1.617 -0.297
C -0.347 4.023 0.570
C -3.294 3.090 0.658
C -2.310 4.822 -2.320
C -2.476 5.230 -3.626
H -2.879 6.168 -7.343
H -3.776 6.167 -5.814
H -2.068 6.709 -5.862
H -1.614 2.379 -5.190
H -1.318 1.656 -2.838
H 0.598 3.932 0.043
H -0.635 5.070 0.578
H -0.203 3.699 1.597
H -4.041 2.463 0.182
H -3.168 2.760 1.685
H -3.662 4.112 0.668
H -2.501 5.501 -1.505
H -2.800 6.234 -3.833

Calculated values
Total charge   +1
2S+1   1
HOMO-LUMO gap   4.80 eV

natural (NBO) population analysis, charges in e, atoms 1 to 5: number 1, C, carries -0.654; number 2, C, carries 0.121; number 3, C, carries -0.236; number 4, C, carries -0.093; number 5, C, carries -0.105

=====

Record 6
# C29H32AsO2STc

C29H32AsO2STc as an isolated structure (the ωB97M-V functional and the def2-TZVPD basis, OMol25).

Element x y z (Å)
Tc 0.010 -0.426 -0.139
C -3.280 1.540 0.805
C -1.802 1.674 0.838
C -1.008 0.854 1.684
C 0.368 1.134 1.857
C 0.954 2.200 1.161
C 0.200 2.923 0.246
C -1.159 2.666 0.088
H -3.719 2.396 1.325
H -3.629 0.641 1.308
H -3.676 1.574 -0.210
H -1.509 0.215 2.408
H 0.903 0.654 2.670
H 1.975 2.485 1.358
H 0.653 3.734 -0.306
H -1.747 3.307 -0.553
S -2.158 -1.447 -0.145
C -2.021 -3.178 -0.032
C -3.106 -3.990 -0.383
C -2.976 -5.365 -0.347
C -1.782 -5.948 0.066
C -0.708 -5.146 0.446
C -0.820 -3.765 0.403
As 0.621 -2.582 0.949
C 2.203 -3.621 0.488
C 2.396 -3.886 -0.868
C 3.428 -4.714 -1.267
C 4.267 -5.279 -0.317
C 4.072 -5.023 1.032
C 3.040 -4.193 1.445
C 0.547 -2.501 2.897
C 1.675 -2.076 3.601
C 1.638 -2.036 4.985
C 0.463 -2.353 5.651
C -0.658 -2.765 4.948
C -0.624 -2.840 3.565
H -4.031 -3.533 -0.705
H -3.802 -5.987 -0.661
H -1.681 -7.023 0.090
H 0.225 -5.597 0.771
H 1.714 -3.457 -1.599
H 3.575 -4.924 -2.314
H 5.069 -5.932 -0.626
H 4.715 -5.470 1.775
H 2.878 -4.022 2.504
H 2.586 -1.808 3.070
H 2.520 -1.745 5.537
H 0.421 -2.278 6.727
H -1.561 -3.032 5.473
H -1.485 -3.210 3.020
C -0.440 -1.573 -3.191
O 0.199 -0.742 -2.223
C 1.112 0.219 -2.768
C 2.430 0.117 -2.013
O 2.148 0.249 -0.620
C 3.318 0.150 0.189
H -0.866 -0.958 -3.989
H -1.241 -2.120 -2.692
H 0.279 -2.284 -3.611
H 0.674 1.220 -2.657
H 1.288 0.026 -3.830
H 3.114 0.912 -2.337
H 2.904 -0.857 -2.205
H 3.976 1.004 0.007
H 3.860 -0.776 -0.027
H 3.002 0.157 1.230

Calculated values
Total charge   +3
2S+1   4
HOMO-LUMO gap (spin up / spin down)   6.55 / 5.64 eV

natural (NBO) population analysis, charges in e, atoms 1 to 5: number 1, Tc, carries 0.801; number 2, C, carries -0.671; number 3, C, carries 0.027; number 4, C, carries -0.243; number 5, C, carries -0.249